No. 1
DFT (ωB97M-V with the def2-TZVPD basis set) results for a structure of composition C6H7N3S2.

Geometry (Å):
C -3.4590 0.6324 -0.1854
C -1.1887 -0.9219 0.1374
C 0.8848 -0.1253 -0.0706
C 2.2844 0.2897 0.0288
C 2.5689 1.7635 0.1102
C 0.8586 -1.6276 -0.0606
H -4.5688 0.3935 -0.7303
H -2.5992 0.9692 -0.9342
H -3.5447 1.0476 0.8147
H 1.6508 2.3882 0.9610
H 2.3633 2.4361 -1.0467
H 3.8263 1.8195 0.5930
H -0.7765 -3.0035 0.2160
N -0.4744 0.2378 -0.0591
N 3.1292 -0.7435 -0.0287
N -0.4200 -2.1111 0.4911
S -2.9382 -1.2427 -0.0281
S 2.4035 -2.2020 -0.2085

As for the charge: 0. The energy relative to the best compared isomer or geometry (same formula, charge and spin) comes out at 410.75 kJ/mol. For the electronic energy, the calculation gives -1193.2914 Eh. The calculation puts the HOMO energy at -8.0 eV. The value obtained for the orbital gap is 8.313 eV.


No. 2
DFT (ωB97M-V with the def2-TZVPD basis set) results for a structure of composition C11H17BCuN6O.

Geometry (Å):
H -0.7579 2.9543 1.0170
N -0.5138 1.8673 -0.7731
B 0.4863 0.6216 -2.7417
N 0.3402 1.8654 -1.8160
C 0.9273 3.0740 -1.8234
Cu -1.0129 -0.7736 -0.2598
H 1.5601 3.3574 -2.6402
C 0.5336 3.7713 -0.6803
H 0.8436 4.7417 -0.3456
C -0.3580 2.9464 0.0024
H 0.9305 0.9696 -3.7896
C -1.1523 -2.6419 0.2913
H -1.5149 -2.5932 1.3255
H -0.1337 -3.0418 0.2046
H -1.8834 -3.0605 -0.4108
N -0.8738 -0.0935 -2.9739
N 1.4725 -0.4017 -2.1026
N -1.6018 -0.6393 -1.9080
N 1.1143 -0.9554 -0.8952
C -1.5740 -0.2237 -4.1158
C 2.6328 -0.9513 -2.5321
H -1.1210 0.0971 -5.0442
H 3.0667 -0.6862 -3.4812
C -2.8165 -0.7850 -3.8179
C 3.0659 -1.8560 -1.5572
C -2.8018 -1.0019 -2.4310
C 2.0792 -1.8277 -0.5505
H -3.6239 -0.9631 -4.5056
H 3.9538 -2.4501 -1.5496
H -3.5794 -1.3716 -1.7880
H 2.0532 -2.3825 0.3830
H -1.2623 1.1825 -0.7194
C 0.3629 0.2432 2.0443
O -0.8644 0.1643 1.3702
H 1.1944 -0.2415 1.5224
H 0.2452 -0.2236 3.0324
H 0.5828 1.3082 2.2013

As for the charge: 0. The energy relative to the best compared isomer or geometry (same formula, charge and spin) comes out at 181.43 kJ/mol. For the electronic energy, the calculation gives -2498.4048 Eh. The calculation puts the HOMO energy (spin up / spin down) at -6.7 / -7.6 eV. The expectation value of S² is 0.756. Its multiplicity is 2. The value obtained for the orbital gap (spin up / spin down) is 7.155 / 8.023 eV.


No. 3
DFT (ωB97M-V with the def2-TZVPD basis set) results for a cluster of 10 separate species, C23H66O13 in total.

Geometry (Å):
C -3.9932 -2.7480 1.7483
C -5.0311 -1.6119 1.7052
O -5.5032 -1.3286 3.0828
H -4.5335 -3.5797 2.2305
H -3.0880 -2.4506 2.2895
H -3.6956 -3.1195 0.7320
H -5.8907 -1.9649 1.1858
H -4.6756 -0.6292 1.3126
H -5.2664 -2.1242 3.5791
C 3.6483 0.5294 3.0345
C 3.1634 1.3629 1.7936
O 4.2629 2.1986 1.4846
H 3.5228 1.1302 3.9308
H 4.7453 0.3729 2.9105
H 3.0342 -0.3979 3.1948
H 2.2597 1.8893 2.1368
H 2.8694 0.7075 0.9610
H 3.9432 2.9110 0.9128
C -2.3950 -3.6777 -3.8851
C -2.0502 -2.2763 -4.4687
O -2.3069 -1.1959 -3.5738
H -1.9795 -3.8301 -2.8791
H -2.0103 -4.4235 -4.5727
H -3.4975 -3.6922 -3.7606
H -2.6564 -2.1519 -5.3798
H -0.9691 -2.3906 -4.7133
H -2.0167 -1.4449 -2.7000
C -2.0688 1.0628 5.4288
C -2.0231 1.3370 3.9215
O -2.5302 0.2349 3.1590
H -3.0952 0.9199 5.7796
H -1.6749 1.8700 6.0395
H -1.5217 0.1994 5.7744
H -1.0009 1.3826 3.6036
H -2.4649 2.3271 3.6830
H -3.4523 0.0285 3.3710
C -0.0088 0.6681 0.5622
C -1.1812 -0.3826 0.2995
O -1.5023 -0.4049 -1.1134
O -0.3408 2.0121 0.0532
H 0.8629 0.2320 0.1033
H 0.1550 0.6694 1.6429
H -2.0119 -0.0516 0.8783
H -0.6730 -1.2727 0.6651
H -2.0573 0.3513 -1.2936
H -0.2553 1.9551 -0.8927
C 0.3341 5.0863 0.8310
C 1.8327 5.1355 0.6068
O 2.3030 3.8926 0.0442
O -0.0051 4.1576 1.8732
H -0.1900 4.8383 -0.1138
H -0.0737 6.0203 1.1900
H 2.3192 5.2525 1.5962
H 2.0720 6.0133 0.0134
H 1.5442 3.2755 -0.1353
H 0.2064 3.2528 1.6083
C 0.2645 -3.2096 4.0956
C 0.3822 -1.8161 3.6128
O 0.9460 -1.7599 2.2778
O 1.5653 -3.6456 4.5742
H -0.0967 -3.8941 3.3373
H -0.4427 -3.2586 4.9056
H 1.0201 -1.3186 4.3592
H -0.5673 -1.2947 3.6326
H 1.7632 -2.2725 2.2817
H 1.6620 -4.6029 4.5689
C 2.4267 1.5622 -2.2568
C 2.7544 0.5679 -3.3524
C 1.5341 -0.2009 -3.8794
O 3.3905 1.2000 -4.4628
H 3.3816 2.0235 -1.9245
H 1.9428 1.0035 -1.4364
H 1.7869 2.3603 -2.6263
H 3.4528 -0.2011 -2.9521
H 0.9990 -0.6422 -3.0204
H 1.8495 -1.0043 -4.5164
H 0.8745 0.4322 -4.4634
H 4.2731 1.4751 -4.1406
C 2.1386 -2.5009 -0.8141
C 3.0272 -3.6996 -0.4191
C 4.4034 -3.6889 -1.0609
O 3.1248 -3.5652 1.0439
H 1.2836 -2.2951 -0.1866
H 1.6815 -2.6794 -1.7746
H 2.6461 -1.5459 -0.8616
H 2.5060 -4.6336 -0.6805
H 5.0388 -4.3739 -0.4706
H 4.8391 -2.6620 -1.0389
H 4.2572 -4.0917 -2.0424
H 3.7153 -4.1852 1.4598
C -2.8720 1.8738 -4.4258
C -1.7623 2.7648 -3.7555
C -2.4311 3.8030 -2.7631
O -0.8207 2.0591 -3.0167
H -3.5579 2.5961 -4.9015
H -3.4680 1.3362 -3.6944
H -2.5090 1.1904 -5.2222
H -1.3353 3.3826 -4.5385
H -2.9082 3.3124 -1.8771
H -3.2966 4.3437 -3.2313
H -1.6179 4.4246 -2.4076
H -0.6334 1.2038 -3.4061

As for the charge: 0. The energy relative to the best compared isomer or geometry (same formula, charge and spin) comes out at 0.00 kJ/mol. For the electronic energy, the calculation gives -1893.9044 Eh. The structure (SMILES) is CC(C)O.CC(C)O.CC(C)O.OCCO.OCCO.OCCO.CCO.CCO.CCO.CCO. The calculation puts the HOMO energy at -9.7 eV. The value obtained for the orbital gap is 10.105 eV.


No. 4
DFT (ωB97M-V with the def2-TZVPD basis set) results for a structure of composition C21H26NO4PReS4.

Geometry (Å):
Re -0.5286 1.8092 0.3928
O 0.2746 5.7760 -0.5494
C -0.0707 4.6157 -0.5565
O -0.5896 3.9659 0.4175
C -0.0748 3.7825 -1.8375
C -0.1367 4.3362 -3.1061
C -0.5318 3.5359 -4.1691
C -0.9787 2.2446 -3.9064
C -0.9091 1.7722 -2.6055
N -0.3609 2.4987 -1.6242
C -1.7344 0.6125 -2.0622
O -2.2035 -0.2499 -2.7745
O -1.9337 0.7446 -0.8011
H 0.0906 5.3835 -3.2202
H -0.5772 3.9423 -5.1678
H -1.4183 1.6065 -4.6579
S 1.3665 2.4884 1.8650
S 0.6749 3.6901 3.3304
S -1.4195 3.7012 3.1772
S -1.9695 1.9831 2.3232
C 2.1429 -0.8217 2.8489
C 0.7352 -1.2163 2.4101
C -0.2330 -0.5982 3.4123
C 0.5718 -2.7348 2.4555
P 0.2875 -0.5604 0.6660
C -1.0918 -1.6737 0.2153
C -2.3352 -1.3341 0.7525
C -3.4703 -2.0434 0.4206
C -3.3916 -3.1108 -0.4595
C -2.1634 -3.4685 -0.9807
C -1.0214 -2.7594 -0.6488
C 1.7553 -0.8793 -0.5026
C 2.4112 -2.2583 -0.3923
C 2.8285 0.1858 -0.2474
C 1.2287 -0.6610 -1.9259
H 2.2362 -0.9829 3.9212
H 2.3216 0.2322 2.6536
H 2.9160 -1.4130 2.3696
H -0.1096 -1.0776 4.3804
H -1.2653 -0.7288 3.1094
H -0.0322 0.4617 3.5276
H 0.8580 -3.0906 3.4448
H 1.1957 -3.2395 1.7267
H -0.4609 -3.0226 2.2780
H -2.4227 -0.4640 1.3918
H -4.4212 -1.7441 0.8362
H -4.2801 -3.6515 -0.7507
H -2.0898 -4.3001 -1.6652
H -0.0934 -3.0630 -1.0995
H 2.9349 -2.3827 0.5500
H 3.1547 -2.3460 -1.1844
H 1.7061 -3.0743 -0.5071
H 3.3640 0.0200 0.6799
H 2.3880 1.1827 -0.2174
H 3.5472 0.1587 -1.0630
H 0.3530 -1.2620 -2.1571
H 2.0114 -0.9029 -2.6448
H 0.9645 0.3853 -2.0718

As for the charge: 0. The energy relative to the best compared isomer or geometry (same formula, charge and spin) comes out at 0.00 kJ/mol. For the electronic energy, the calculation gives -3183.9949 Eh. The calculation puts the HOMO energy (spin up / spin down) at -7.8 / -8.0 eV. The expectation value of S² is 3.774. Its multiplicity is 4. The value obtained for the orbital gap (spin up / spin down) is 7.447 / 5.600 eV.


No. 5
DFT (ωB97M-V with the def2-TZVPD basis set) results for a cluster of 2 separate species, C4H11NO2S2 in total.

Geometry (Å):
S -1.7118 2.4115 -0.7117
S -0.3829 3.1562 0.6618
C 0.9103 1.8813 0.8783
C 0.6574 0.4549 0.4415
C 0.5013 0.1273 -1.0169
N 0.1150 -1.1692 -1.2911
C 0.5860 -2.2778 -0.4602
O 0.6564 0.9415 -1.8928
H -1.1602 2.8872 -1.8353
H 1.2993 1.9046 1.8945
H 1.7601 2.1362 0.2522
H -0.3322 0.0603 0.7436
H 1.1636 -0.2563 1.0547
H 0.1283 -1.4106 -2.2691
H 0.2938 -2.2186 0.5916
H 1.6530 -2.3963 -0.4275
H 0.0565 -3.1411 -0.8228
H -1.6907 -1.1529 0.7773
H -2.4694 -0.5477 1.7764
O -2.0337 -1.3903 1.6556

As for the charge: 0. The energy relative to the best compared isomer or geometry (same formula, charge and spin) comes out at 69.05 kJ/mol. For the electronic energy, the calculation gives -1160.6064 Eh. The structure (SMILES) is CNC(=O)CCSS.O. The calculation puts the HOMO energy at -9.1 eV. The value obtained for the orbital gap is 9.639 eV.


No. 6
DFT (ωB97M-V with the def2-TZVPD basis set) results for an isolated molecule of C5H8N2.

Geometry (Å):
C 0.5377 1.4593 1.2772
C 0.0306 0.7838 0.0308
C 0.8924 0.4407 -1.1320
N 0.4664 -0.5832 -0.1922
C -0.5605 -1.4919 -0.6625
C -1.3778 -1.9316 0.4809
N -2.0305 -2.2443 1.3825
H 1.6104 1.2859 1.4064
H 0.0230 1.0524 2.1531
H 0.3611 2.5379 1.2416
H -1.0144 0.9892 -0.2198
H 0.4399 0.4436 -2.1256
H 1.9561 0.6668 -1.1093
H -1.2398 -1.0395 -1.4067
H -0.0946 -2.3690 -1.1243

As for the charge: 0. The energy relative to the best compared isomer or geometry (same formula, charge and spin) comes out at 158.16 kJ/mol. For the electronic energy, the calculation gives -304.7753 Eh. The structure (SMILES) is C[C@H]1CN1CC#N. The calculation puts the HOMO energy at -9.9 eV. The value obtained for the orbital gap is 10.806 eV.


No. 7
DFT (ωB97M-V with the def2-TZVPD basis set) results for a cluster of 6 separate species, C60H78BrN12 in total.

Geometry (Å):
C -15.1748 -10.5208 -10.9240
N -16.0834 -9.5656 -10.4190
C -15.6837 -8.3295 -10.1562
C -16.5613 -7.3643 -9.6962
C -17.9362 -7.6574 -9.4788
C -18.2968 -9.0064 -9.7561
C -17.3841 -9.9393 -10.1984
C -18.7861 -6.8035 -8.7174
C -20.1473 -6.7884 -8.9858
C -21.0088 -6.3050 -7.9490
N -20.4705 -5.9207 -6.7035
C -19.1614 -5.6262 -6.5963
C -18.3302 -6.1457 -7.5665
C -21.4377 -5.7878 -5.5446
H -15.1669 -10.3714 -12.0216
H -15.4757 -11.4874 -10.5594
H -14.1200 -10.3277 -10.5681
H -14.6818 -8.1367 -10.2520
H -16.1747 -6.3550 -9.6045
H -19.2857 -9.3442 -9.4939
H -17.6199 -10.9446 -10.5514
H -20.5173 -7.0766 -9.9439
H -22.0692 -6.4571 -7.9872
H -18.8223 -5.1953 -5.7166
H -17.2578 -6.1357 -7.4428
H -22.2816 -6.4506 -5.6240
H -21.8934 -4.8199 -5.4964
H -20.8663 -5.9348 -4.6189
C -29.8353 -33.4287 2.7793
N -29.0534 -34.6749 2.6454
C -27.9539 -34.8246 3.3528
C -27.1497 -35.9586 3.2110
C -27.6377 -36.9726 2.4558
C -28.8511 -36.8974 1.8065
C -29.4798 -35.7139 1.8894
C -26.8911 -38.2291 2.5650
C -27.5583 -39.4267 2.8879
C -26.9498 -40.6535 2.8988
N -25.5919 -40.7044 2.7161
C -24.8947 -39.5700 2.4443
C -25.5564 -38.3891 2.3401
C -24.9446 -41.9551 2.6032
H -30.4370 -33.4592 3.7182
H -30.5488 -33.2847 2.0121
H -29.2475 -32.4799 2.8360
H -27.7884 -34.0942 4.0918
H -26.1666 -35.8675 3.7024
H -29.4260 -37.6372 1.2475
H -30.3969 -35.4603 1.4263
H -28.6133 -39.4482 3.1090
H -27.3633 -41.6694 2.9104
H -23.8063 -39.6597 2.4024
H -24.9003 -37.5155 2.1567
H -25.0854 -42.2774 1.5675
H -25.3676 -42.7388 3.2554
H -23.8284 -41.9869 2.7459
C -20.1543 -22.8473 -19.4946
N -21.6109 -23.0535 -19.4569
C -22.4198 -22.0097 -19.4686
C -23.8043 -22.1835 -19.3780
C -24.2712 -23.4950 -19.4398
C -23.3710 -24.5639 -19.6261
C -22.0580 -24.3305 -19.5350
C -25.7421 -23.7960 -19.3177
C -26.5230 -23.7674 -18.1360
C -27.8730 -24.0842 -18.1853
N -28.4770 -24.4089 -19.3046
C -27.7679 -24.5137 -20.4768
C -26.4392 -24.1545 -20.4710
C -29.8973 -24.8179 -19.2291
H -19.9407 -21.7889 -19.3626
H -19.7971 -23.1249 -20.4795
H -19.6553 -23.4850 -18.7334
H -21.9816 -21.0057 -19.5527
H -24.3669 -21.2905 -19.5739
H -23.7206 -25.6288 -19.6635
H -21.3103 -25.0929 -19.5374
H -26.1073 -23.4998 -17.1292
H -28.4653 -23.9201 -17.2334
H -28.3635 -24.7458 -21.3030
H -25.8637 -24.1790 -21.4229
H -30.4744 -24.3260 -18.4882
H -29.8330 -25.8630 -19.0124
H -30.4985 -24.4796 -20.1559
C -4.3926 -37.3853 -16.3267
N -4.9484 -38.6158 -15.6657
C -6.1070 -38.5676 -14.9761
C -6.7127 -39.7153 -14.4340
C -6.1854 -40.9398 -14.7748
C -4.9209 -40.9267 -15.4412
C -4.3040 -39.7746 -15.7432
C -6.7634 -42.3076 -14.5149
C -7.5069 -42.4238 -13.3752
C -8.0379 -43.6868 -13.0466
N -7.8129 -44.7187 -13.9149
C -7.0698 -44.5971 -15.1031
C -6.5487 -43.3676 -15.3216
C -8.6631 -45.9576 -13.7864
H -3.7574 -37.6903 -17.1695
H -3.8276 -36.7618 -15.6730
H -5.1594 -36.7790 -16.6775
H -6.6442 -37.6122 -14.9732
H -7.6168 -39.6175 -13.8259
H -4.2825 -41.7480 -15.5595
H -3.2522 -39.7897 -16.1301
H -7.6735 -41.6528 -12.6067
H -8.6940 -43.8024 -12.1656
H -6.9848 -45.5124 -15.6898
H -5.9810 -43.3329 -16.2357
H -9.0049 -46.1812 -12.7770
H -8.1765 -46.7886 -14.2378
H -9.5844 -45.7430 -14.3776
C -2.7228 -20.5340 -4.1406
C -2.9208 -21.9917 -4.5691
N -4.4029 -22.7071 -4.2470
C -4.8538 -23.9780 -4.6110
C -6.2717 -24.1796 -4.1473
N -6.6292 -22.9594 -3.5635
C -5.4077 -22.0979 -3.7426
C -7.9133 -22.4284 -2.9558
H -2.0467 -20.0221 -4.7766
H -2.4667 -20.4712 -3.0814
H -3.6906 -19.9566 -4.3913
H -2.3962 -22.6831 -4.0164
H -2.9346 -22.0165 -5.6330
H -4.0649 -24.6811 -4.8946
H -6.9882 -25.0649 -4.0314
H -5.5039 -20.9813 -3.5685
H -8.1985 -21.4203 -3.3820
H -7.7375 -22.3447 -1.9008
H -8.7814 -23.0404 -3.2383
C -11.6637 -35.0001 -7.3542
C -12.4770 -33.7611 -7.0652
N -14.1077 -34.0778 -6.4563
C -14.6741 -35.2756 -6.0264
C -16.0514 -34.9069 -5.5736
N -16.0746 -33.5359 -5.6603
C -14.9423 -33.0928 -6.2024
C -17.0242 -32.4943 -4.9110
H -11.5597 -35.0869 -8.4198
H -11.8008 -36.0102 -6.8655
H -10.6223 -34.8053 -7.0056
H -12.8287 -33.1039 -7.8107
H -11.9649 -33.4207 -6.1401
H -14.0712 -35.9797 -5.5895
H -16.3370 -35.4788 -4.7499
H -14.6312 -32.0714 -6.3620
H -17.7592 -32.2917 -5.7144
H -16.3130 -31.7157 -4.7334
H -17.2793 -33.0225 -3.9754
Br -16.1319 -35.9902 -7.2232

As for the charge: +9. For the electronic energy, the calculation gives -5560.5509 Eh. The calculation puts the HOMO energy at -12.5 eV. The value obtained for the orbital gap is 0.510 eV.


No. 8
DFT (ωB97M-V with the def2-TZVPD basis set) results for a structure of composition C15H20Cl2N2O4S.

Geometry (Å):
C 0.5218 2.9571 -1.7900
H 0.6813 3.3770 -2.7809
H 1.3653 3.2382 -1.1617
H 0.5010 1.8740 -1.8809
C -0.7890 3.4865 -1.2079
C -1.9723 3.0090 -2.0450
H -1.9581 1.9279 -2.1532
H -2.9129 3.2997 -1.5843
H -1.9245 3.4486 -3.0391
C -0.9496 3.1722 0.2872
C -1.1353 1.7016 0.6931
H -1.0878 1.6695 1.7923
C -2.5145 1.1593 0.2979
O -3.5279 1.7239 0.6530
N -2.4893 0.0292 -0.4278
H -1.5950 -0.3818 -0.6515
C -3.6859 -0.6597 -0.8397
H -4.5227 0.0236 -0.6825
H -3.6225 -0.9122 -1.9020
C -3.9093 -1.9602 -0.0380
C -4.3223 -1.6767 1.4080
H -4.0843 -2.5347 2.0373
C -5.8362 -1.5052 1.2765
H -6.0798 -0.4624 1.0772
C -6.1835 -2.3879 0.0683
H -6.6494 -3.3317 0.3702
O -4.9674 -2.7113 -0.5947
H -6.8556 -1.8782 -0.6310
H -6.3683 -1.8178 2.1718
H -3.8358 -0.7912 1.8087
H -3.0056 -2.5771 -0.1089
O -0.1146 0.8459 0.1776
C 1.0351 0.7887 0.8399
O 1.2885 1.3847 1.8529
C 1.9739 -0.1363 0.1507
N 1.5514 -0.8783 -0.8494
S 2.7222 -1.8065 -1.4653
C 3.9217 -1.2263 -0.3633
C 3.3452 -0.2982 0.4789
Cl 4.1765 0.5247 1.7126
Cl 5.5344 -1.7480 -0.3583
H -0.0743 3.5549 0.8173
H -1.8313 3.6938 0.6653
H -0.7571 4.5819 -1.2655

As for the charge: 0. The energy relative to the best compared isomer or geometry (same formula, charge and spin) comes out at 0.00 kJ/mol. For the electronic energy, the calculation gives -2312.6503 Eh. The calculation puts the HOMO energy at -9.4 eV. The value obtained for the orbital gap is 8.976 eV.